Record 1
The following is a DFT calculation (ωB97M-V with the def2-TZVPD basis set) of a structure of composition C20H48GdINOP3 at a distorted geometry.

The geometry in XYZ format:
```
75
Properties=species:S:1:pos:R:3:forces:R:3
C -0.407866 -2.434486 -4.334655 -0.2 -0.3 -1.6
I -0.814930 -0.289882 -4.796849 0.1 -0.7 0.4
H -0.742994 -2.707673 -5.338063 0.4 -0.7 0.3
H -1.053251 -3.027172 -3.629910 0.4 1.0 -0.5
H 0.681452 -2.606757 -4.229491 -0.8 0.2 -0.1
Gd -0.214489 -1.367809 -1.883101 -0.1 0.8 1.5
P -3.049735 -1.881103 -2.347160 -1.5 -0.1 0.4
C -3.698412 -2.556666 -0.770109 0.0 -0.2 0.1
C -4.111907 -0.408251 -2.599197 0.1 0.3 -0.1
H -5.088324 -0.715186 -3.003028 0.3 0.2 0.2
H -4.909284 -2.873714 -3.556327 0.3 -0.1 0.0
H -3.620732 0.275000 -3.304442 -0.3 -0.1 0.1
H -3.431879 -2.843706 -4.559999 -0.2 -0.1 0.1
H -3.909178 -1.740621 -0.067467 0.1 -0.2 -0.1
H -4.268628 0.116571 -1.647751 0.1 -0.1 -0.2
C -3.821449 -3.027629 -3.552606 0.3 -0.2 -0.2
H -4.619877 -3.125223 -0.965437 0.2 0.2 0.2
H -3.611792 -4.069474 -3.277867 0.0 0.2 -0.1
H -2.949550 -3.226353 -0.324161 -0.3 0.1 -0.1
P 2.431499 -1.003342 -2.900948 1.7 0.0 -0.4
C 3.573809 -1.329478 -1.510289 -0.2 0.0 0.3
C 3.211092 -2.031689 -4.202656 -0.1 -0.2 -0.2
H 2.185913 1.058659 -4.130925 0.1 0.1 0.1
H 3.879962 0.554719 -4.067594 -0.1 0.1 0.3
H 3.117560 1.333147 -2.636940 0.0 -0.2 -0.2
C 2.960438 0.645709 -3.477962 -0.3 0.4 0.0
H 2.525970 -2.197932 -5.039317 0.2 0.0 0.0
H 4.095474 -1.508761 -4.587058 -0.2 -0.2 0.1
H 4.537796 -0.837976 -1.675017 -0.1 -0.1 0.0
H 3.714759 -2.411451 -1.419057 0.0 0.2 0.1
H 3.514922 -3.001533 -3.791609 -0.1 0.2 -0.1
H 3.120874 -0.960892 -0.578926 0.3 -0.1 -0.1
C -0.010761 -3.124181 0.955637 0.0 -0.3 1.1
O 0.005497 -3.509840 2.086954 0.0 0.7 -2.4
C 3.044128 1.842478 1.967474 0.3 -0.1 0.0
C 1.658466 2.307777 1.470736 0.1 0.3 -0.3
C 1.364049 3.659530 2.168124 -0.1 0.1 0.2
C 1.768078 2.518539 -0.068093 -0.1 -0.1 0.2
P 0.311862 1.004204 1.802247 0.3 0.1 0.0
N -0.036277 -2.699558 -0.187005 0.1 -0.8 1.5
C 0.574116 0.169381 3.480666 0.0 0.1 0.2
C 0.881293 1.206254 4.588472 -0.1 0.3 0.0
C -0.647805 -0.666061 3.897243 -0.1 -0.4 -0.2
C 1.752668 -0.810023 3.365035 -0.1 0.0 -0.1
C -1.421981 1.700958 1.615623 0.0 -0.1 -0.5
C -1.498335 2.691956 0.440609 0.0 0.1 0.2
C -2.418304 0.556755 1.310533 -0.3 -0.4 0.1
C -1.804439 2.436011 2.892171 -0.4 0.4 0.6
H 3.791731 2.614933 1.687328 -0.5 -0.4 0.1
H 3.354709 0.895069 1.493266 -0.1 0.4 0.2
H 3.100192 1.732858 3.064798 0.0 0.1 -0.7
H 2.258072 4.300138 2.025469 -0.5 -0.3 0.1
H 0.488146 4.190577 1.764469 0.5 -0.2 0.2
H 1.214154 3.520628 3.251870 0.1 0.2 -0.5
H 0.858523 2.935262 -0.510303 0.2 -0.1 0.1
H 2.595886 3.209260 -0.288815 -0.2 -0.2 0.2
H 1.974361 1.561247 -0.561915 0.1 0.1 0.0
H 0.138129 2.026847 4.621343 0.5 -0.5 0.2
H 0.838921 0.648963 5.542328 0.1 0.4 -0.3
H 1.888521 1.641399 4.491501 -0.5 -0.2 0.1
H -0.745019 -1.543606 3.234805 -0.1 0.3 0.3
H -0.464254 -1.051904 4.919175 -0.1 0.2 -0.5
H -1.587159 -0.105147 3.891610 0.2 -0.2 0.2
H 1.520993 -1.579570 2.624245 0.2 0.0 0.1
H 2.686765 -0.312343 3.115605 -0.1 -0.2 0.1
H 1.867151 -1.305980 4.335187 0.0 0.1 -0.1
H -1.219063 2.223332 -0.500541 0.0 -0.1 -0.1
H -2.525898 3.054867 0.335476 0.0 -0.2 0.1
H -0.877748 3.572979 0.597920 -0.1 -0.1 -0.1
H -2.347633 -0.313427 1.976577 0.0 0.4 -0.1
H -3.459495 0.931649 1.370151 0.5 0.0 0.0
H -2.298121 0.144794 0.295168 0.2 0.3 0.1
H -1.724765 1.828902 3.796059 -0.1 0.1 -0.2
H -1.221704 3.354633 3.047003 -0.1 -0.3 -0.1
H -2.854896 2.740415 2.799714 0.1 0.0 0.0
```
Positions in Å, forces in eV/Å.

The spin multiplicity is 8. The charge is +2. The expectation value of S² is 16.47. The calculation puts the HOMO energy (alpha / beta) at -12.706 / -14.607 eV.

Löwdin population analysis, charges in e, atoms 1 to 2: C -0.586; I 0.880


Record 2
The following is a DFT calculation (ωB97M-V with the def2-TZVPD basis set) of an isolated molecule of C5H8ClN3 at a distorted geometry.

The geometry in XYZ format:
```
17
Properties=species:S:1:pos:R:3:forces:R:3
C -0.602449 -0.806038 1.354844 -2.1 0.4 -1.3
C -0.422165 -0.485650 -1.746483 2.0 -0.6 -0.8
C 0.736169 -0.248067 1.330773 -1.3 2.2 0.3
C -1.300623 0.018292 -0.768219 1.6 1.2 1.7
C -0.048828 1.798627 0.076712 0.9 -3.2 1.4
N -1.495706 -0.545674 0.426183 -0.5 -0.5 1.7
N -0.431661 0.013184 -2.915898 -0.8 -0.1 -0.6
N 0.407269 1.299341 1.326073 -1.3 0.7 0.1
Cl -1.416534 2.852540 0.138554 0.9 0.5 -0.2
H -1.081017 -1.026024 2.331365 0.7 -0.3 -0.5
H 0.257127 -1.263723 -1.354418 -0.1 -0.3 -0.6
H 1.207808 -0.435825 2.255984 1.1 -0.2 0.6
H 1.321048 -0.230927 0.464235 1.1 -1.2 -1.1
H -2.060280 0.601279 -1.196517 -1.4 0.5 -0.3
H 0.802507 1.701278 -0.686209 -1.9 1.0 0.6
H 0.024831 -0.473306 -3.685305 0.6 0.0 0.7
H -0.177342 1.502824 2.187364 0.6 0.0 -1.8
```
Positions in Å, forces in eV/Å.

The charge is 0. The calculation puts the HOMO energy (alpha / beta) at -7.456 / -7.455 eV. The energy above the lowest of the compared OMol25 structures with the same formula, charge and spin is 380.8 kJ/mol.

natural (NBO) population analysis, charges in e, atoms 1 to 2: C 0.000; C 0.065


Record 3
The following is a DFT calculation (ωB97M-V with the def2-TZVPD basis set) of a structure of composition C28H26AuI2N5O5P.

The geometry in XYZ format:
```
68
Properties=species:S:1:pos:R:3:forces:R:3
Au 0.620948 1.048974 0.456867 -0.2 0.2 0.2
O -0.019379 -0.686851 3.133471 0.1 0.0 -0.1
C -0.705245 -0.986301 2.190451 -0.1 0.1 0.1
O -0.897081 -0.366224 1.074280 0.0 0.1 -0.2
C -1.519503 -2.302854 2.224986 0.0 -0.2 0.0
P -1.926351 -2.842994 0.563511 0.0 -0.1 0.0
C -3.275332 -1.964951 -0.183517 -0.1 0.1 0.0
C -3.776455 -0.823978 0.452385 -0.1 0.0 0.0
C -4.837522 -0.135838 -0.109583 0.0 0.0 0.0
C -5.406866 -0.575946 -1.297791 0.0 0.0 0.0
C -4.930491 -1.723021 -1.918339 0.0 0.0 0.0
C -3.877025 -2.426090 -1.359243 -0.1 0.0 0.1
C -0.499322 -3.160488 -0.431839 0.1 0.0 0.0
C 0.761166 -3.063675 0.171558 0.0 0.0 0.0
C 1.900209 -3.305372 -0.575658 0.0 0.0 0.0
C 1.794578 -3.662006 -1.912710 0.0 0.0 0.0
C 0.545569 -3.779047 -2.511915 0.0 0.0 0.0
C -0.599993 -3.535135 -1.778091 0.1 0.0 0.0
H -2.440526 -2.175274 2.795275 0.0 0.0 0.0
H -0.934737 -3.080784 2.715325 0.0 0.0 0.1
H -3.327394 -0.455379 1.362207 0.0 0.0 0.0
H -5.222387 0.745572 0.385189 0.0 0.0 0.0
H -6.236368 -0.033877 -1.732011 0.0 0.0 0.0
H -5.392437 -2.084993 -2.826402 0.0 0.0 0.0
H -3.561058 -3.349028 -1.822132 0.1 0.0 0.0
H 0.873031 -2.761059 1.203452 0.0 0.0 0.0
H 2.870842 -3.197170 -0.111832 0.0 0.0 0.0
H 2.689293 -3.850865 -2.491503 0.0 0.0 0.0
H 0.462067 -4.059414 -3.552793 0.0 0.0 0.0
H -1.558310 -3.637316 -2.262957 -0.1 0.0 0.0
I 9.199202 -1.236808 0.186054 0.1 0.0 0.0
C 7.197724 -0.684228 0.160700 -0.1 0.0 0.0
C 6.798409 0.403999 -0.605518 -0.1 0.0 0.0
C 5.462991 0.772581 -0.617017 0.1 0.0 0.0
C 4.534627 0.051504 0.124387 -0.1 0.0 0.0
C 4.944659 -1.032167 0.893238 0.1 -0.1 0.0
C 6.279108 -1.403205 0.915526 -0.1 0.0 0.0
C 3.106970 0.443511 0.106571 0.1 0.0 -0.1
O 2.725695 1.509769 -0.456241 0.0 0.0 0.0
O 2.247305 -0.309498 0.671441 0.0 0.1 -0.1
H 7.523633 0.960123 -1.182461 0.0 0.0 0.0
H 5.135069 1.626489 -1.194468 0.0 0.0 0.0
H 4.215242 -1.569145 1.484765 0.0 0.0 0.0
H 6.603728 -2.239816 1.517955 0.0 0.0 0.0
I -0.706015 -1.629483 -5.808691 0.0 -0.1 -0.1
C 0.024130 -0.487073 -4.270224 0.0 0.0 0.1
C 1.299167 0.011742 -4.121618 0.0 0.0 0.0
N 1.313545 0.680019 -2.956007 0.0 0.0 0.2
N 0.132686 0.629959 -2.321602 -0.1 -0.1 -0.3
C -0.661891 -0.076379 -3.117229 0.0 -0.1 0.1
H 2.167389 -0.060785 -4.754121 0.0 0.0 0.0
H 2.090891 1.102630 -2.461688 0.0 0.1 0.0
H -1.684474 -0.274740 -2.829897 0.0 0.0 0.0
C -3.083693 5.226541 -0.616956 0.0 0.0 0.0
N -2.217127 4.341654 0.132630 0.0 0.0 0.1
C -1.894359 4.479139 1.542377 -0.1 0.0 -0.1
C -0.887937 3.352319 1.744603 -0.1 0.0 -0.3
O -0.339077 3.074530 2.768191 0.1 -0.1 0.1
N -0.715315 2.713591 0.506681 0.2 0.0 0.6
C -1.493352 3.339069 -0.377230 0.0 -0.1 -0.5
N -1.538394 2.980685 -1.657166 0.0 0.1 0.1
H -3.760856 5.715498 0.079017 0.0 0.0 0.0
H -3.693493 4.662258 -1.323173 0.0 0.0 0.0
H -2.523122 5.994508 -1.153677 0.0 0.0 0.0
H -2.767265 4.335285 2.180288 0.0 0.0 0.0
H -1.437541 5.442275 1.773821 0.0 0.0 0.0
H -0.932786 2.219452 -1.954153 0.0 0.0 0.0
H -2.049392 3.514982 -2.335347 0.0 0.0 0.0
```
Positions in Å, forces in eV/Å.

The spin multiplicity is 3. The charge is +1. The expectation value of S² is 2.02. The calculation puts the HOMO energy (alpha / beta) at -10.740 / -10.736 eV. The energy above the lowest of the compared OMol25 structures with the same formula, charge and spin is 0.0 kJ/mol.

natural (NBO) population analysis, charges in e, atoms 1 to 2: Au 1.269; O -0.578


Record 4
The following is a DFT calculation (ωB97M-V with the def2-TZVPD basis set) of an isolated molecule of C20H20FN3O2S at a distorted geometry.

The geometry in XYZ format:
```
47
Properties=species:S:1:pos:R:3:forces:R:3
O -1.252538 -1.170455 -0.813019 -0.3 -0.3 -0.3
C -0.696296 -0.098888 -0.644008 0.1 0.4 -0.1
C -0.983195 1.097944 -1.538948 -0.2 -0.2 0.0
C -2.422345 1.022900 -2.056978 0.5 0.1 -0.2
N -3.355725 0.877814 -0.968154 -0.4 0.3 0.8
C -3.528050 1.781866 0.036840 0.5 0.4 -0.5
S -2.788429 3.231414 0.195254 0.0 0.5 0.2
O -4.426973 1.316293 0.925348 -0.1 -0.1 0.1
C -4.826749 0.085278 0.491157 0.0 -0.9 -0.8
C -5.730866 -0.781933 1.066219 0.2 0.3 0.0
C -5.944766 -1.981910 0.403950 0.0 -0.1 0.0
C -5.276895 -2.289647 -0.775075 -0.1 -0.1 0.0
C -4.370311 -1.415800 -1.352509 0.1 0.2 0.1
C -4.153958 -0.216183 -0.700157 -0.7 -0.4 0.5
N 0.191671 0.099394 0.353771 0.2 -0.2 0.2
C 0.897925 1.346089 0.594081 0.1 0.5 0.1
C 1.987243 1.104313 1.646115 -0.1 0.1 -0.2
N 2.771858 -0.056486 1.315980 -0.3 0.0 0.1
C 3.960172 0.025294 0.618264 0.4 0.0 -0.1
C 4.445459 1.222011 0.077579 -0.2 -0.1 0.1
C 5.661318 1.269728 -0.576205 0.3 -0.2 -0.1
C 6.406760 0.114653 -0.708329 -0.1 0.0 0.1
F 7.595239 0.159599 -1.355803 -0.1 0.0 0.0
C 5.959633 -1.085762 -0.189483 0.2 0.2 -0.2
C 4.748747 -1.124966 0.470671 -0.1 0.1 0.0
C 1.998454 -1.286969 1.262378 -0.1 -0.2 0.1
C 0.495683 -0.988906 1.259192 0.0 -0.3 0.1
H -0.294717 1.083384 -2.385664 0.1 0.0 0.0
H -0.858755 2.033385 -0.998374 0.1 -0.1 -0.1
H -2.548226 0.157330 -2.707047 0.0 0.1 0.1
H -2.658238 1.939682 -2.606280 0.0 -0.1 0.0
H -6.238044 -0.532321 1.983075 -0.1 0.0 0.1
H -6.643050 -2.692302 0.817974 -0.1 -0.1 0.0
H -5.467093 -3.237243 -1.254724 0.0 -0.1 0.0
H -3.843868 -1.672243 -2.256036 0.1 0.0 -0.1
H 1.367982 1.683229 -0.335613 0.0 0.1 0.1
H 0.207849 2.123720 0.944838 0.1 0.0 -0.1
H 1.530189 0.942232 2.627474 0.0 0.1 -0.1
H 2.627053 1.980623 1.731336 -0.1 0.0 0.0
H 3.875561 2.134408 0.148375 -0.1 0.1 0.0
H 6.027365 2.195242 -0.991994 0.1 0.1 -0.1
H 6.561008 -1.974617 -0.296494 0.1 -0.1 0.0
H 4.421720 -2.059191 0.897178 0.0 -0.1 0.1
H 2.230254 -1.929479 2.122463 -0.1 -0.1 -0.1
H 2.253011 -1.829764 0.346326 0.0 0.0 0.1
H -0.056444 -1.863414 0.909535 0.1 0.1 0.2
H 0.143366 -0.739363 2.265537 0.0 -0.1 -0.1
```
Positions in Å, forces in eV/Å.

The charge is 0. The calculation puts the HOMO energy at -7.806 eV. As for the SMILES: O=C(CCn1c(=S)oc2ccccc21)N1CCN(c2ccc(F)cc2)CC1. The energy above the lowest of the compared OMol25 structures with the same formula, charge and spin is 0.0 kJ/mol.

natural (NBO) population analysis, charges in e, atoms 1 to 2: O -0.654; C 0.696


Total energy (eV)
-81843.8521; -22303.1402; -76322.2443; -43183.3456